# 1
C3H25NO11 | ωB97M-V/def2-TZVPD

The energy relative to the best compared isomer or geometry (same formula, charge and spin) comes out at 172.3 kJ/mol. The HOMO energy comes out at -9.534 eV. Its total charge is 0. The structure (SMILES) is O=CNCCO.O.O.O.O.O.O.O.O.O. The total energy comes out at -27530.3747 eV.

Geometry as XYZ:
```
40
Properties=species:S:1:pos:R:3:forces:R:3
O 3.662260 -1.299039 -1.422653 -0.3 0.6 1.1
O 1.728703 1.290676 2.823695 0.0 -0.4 -0.3
O -2.908820 1.729136 -2.255852 -0.3 0.5 0.2
O -1.302151 -0.242857 -2.998709 0.3 0.0 -0.5
O -0.521353 -0.117909 3.549832 -0.4 0.5 -0.4
O 1.355711 -0.865139 -2.798373 0.6 0.2 0.5
O -1.569261 2.809859 0.177500 -1.0 -0.5 0.0
O -2.154721 -2.895831 -1.950946 0.0 -0.3 -0.3
O -2.612793 1.330373 2.185753 0.0 -0.7 0.6
O 3.574305 -1.055206 1.314271 -0.1 -0.1 0.0
O 0.559008 1.557494 0.528558 -0.8 -0.8 -0.1
N -0.723157 -1.729424 -0.661164 -0.4 0.1 0.7
C -0.423093 -0.751486 0.374728 1.3 -0.4 -0.6
C -1.940850 -2.212548 -0.967990 0.2 0.1 -0.2
C 0.612519 0.267731 -0.128518 -0.1 1.8 0.4
H 4.452670 -0.836534 1.640059 -0.1 0.1 0.1
H 0.492847 0.479179 -1.181179 0.1 -0.3 -0.2
H -0.348382 1.985246 0.310184 0.9 0.2 0.4
H -1.439181 -1.161038 -3.264500 -0.2 0.0 0.1
H 1.286266 -1.741497 -3.157144 -0.1 -0.6 -0.6
H 0.042410 -1.979883 -1.259884 0.0 -0.1 -0.3
H -2.088203 2.399933 0.913263 0.2 0.5 -0.3
H -2.771434 -1.951330 -0.294792 0.3 0.3 0.3
H -2.025186 2.457066 -0.614036 0.0 0.2 -0.1
H 3.863446 -0.362824 -1.272263 0.3 0.1 -0.7
H -1.326650 -0.231736 0.664670 -0.1 -0.1 0.4
H -0.335572 -0.196736 -2.868068 -0.3 0.0 -0.1
H 0.262335 0.372637 3.220408 0.1 -0.2 0.5
H 1.295557 1.419046 1.928157 0.0 0.5 0.1
H 1.730592 2.156813 3.239695 0.1 0.0 0.0
H 1.633342 -0.003134 0.127488 0.0 -0.8 -0.6
H -2.325641 1.891647 -3.004264 0.1 0.0 0.0
H 2.955395 -0.438703 1.726194 0.2 0.2 0.3
H -3.042572 0.778670 -2.320625 0.2 -0.1 0.1
H 2.158908 -0.943328 -2.222457 -0.2 0.1 -0.4
H -3.327446 0.885696 2.658795 -0.3 0.4 -0.3
H -1.859046 0.873381 2.599028 0.3 0.1 0.0
H -0.219987 -0.917272 3.975785 0.2 -0.2 0.1
H 3.475090 -1.467806 -0.468409 0.1 -0.6 -0.4
H 0.124117 -1.283318 1.153753 -0.8 0.1 0.7
```
Positions in Å, forces in eV/Å.

The net atomic charges from Mulliken, expressed in e, are: number 1, O, carries -0.734; number 2, O, carries -0.734; number 3, O, carries -0.698; number 4, O, carries -0.502; number 5, O, carries -0.757; number 6, O, carries -0.658; number 7, O, carries -0.710; number 8, O, carries -0.635; number 9, O, carries -0.678; number 10, O, carries -0.660; number 11, O, carries -0.767; number 12, N, carries -0.005; number 13, C, carries 0.233; number 14, C, carries -0.022; number 15, C, carries -0.113; number 16, H, carries 0.311; number 17, H, carries 0.456; number 18, H, carries 0.407; number 19, H, carries 0.271; number 20, H, carries 0.303; number 21, H, carries 0.200; number 22, H, carries 0.395; number 23, H, carries 0.386; number 24, H, carries 0.445; number 25, H, carries 0.331; number 26, H, carries 0.205; number 27, H, carries 0.267; number 28, H, carries 0.392; number 29, H, carries 0.514; number 30, H, carries 0.282; number 31, H, carries -0.415; number 32, H, carries 0.303; number 33, H, carries 0.333; number 34, H, carries 0.317; number 35, H, carries 0.353; number 36, H, carries 0.339; number 37, H, carries 0.310; number 38, H, carries 0.285; number 39, H, carries 0.394; number 40, H, carries 0.056

---

# 2
C3H26N2O10 | ωB97M-V/def2-TZVPD

The energy relative to the best compared isomer or geometry (same formula, charge and spin) comes out at 0.0 kJ/mol. The HOMO energy (alpha / beta) comes out at -14.014 / -13.899 eV. Its total charge is +1. Its spin multiplicity is 2. As for the expectation value of S²: 0.76. The total energy comes out at -26980.3583 eV.

Geometry as XYZ:
```
41
Properties=species:S:1:pos:R:3:forces:R:3
O 3.108852 -0.801278 1.738320 0.2 -2.2 0.4
O -0.103044 -0.974434 2.591909 -0.7 0.1 -1.3
O -0.836261 -2.257264 -2.175827 -1.6 -0.2 0.1
O 2.591638 0.837437 -0.750737 -0.8 0.8 0.4
O 1.418287 2.648112 0.840451 -0.1 0.4 0.1
O -2.673693 0.176796 -2.090792 -1.7 0.3 -0.3
O -2.147144 -2.860947 0.088659 -0.4 0.7 0.0
O 1.122547 -0.483802 -2.565795 1.0 -1.0 1.4
O 1.591395 1.048993 2.969692 -2.7 0.4 0.3
O -0.596995 1.447372 -3.228742 -0.9 -0.2 0.3
N 0.396941 -2.427015 0.912462 -0.1 1.2 1.1
N -1.736775 0.487064 0.683460 3.9 1.3 2.7
C -0.451593 -0.146675 0.374263 -0.2 0.5 -1.4
C -1.586664 1.951922 0.955705 0.4 -0.3 -1.5
C -0.074109 -1.211688 1.381202 0.6 -2.8 1.1
H -2.755399 -2.104376 0.142325 0.0 -0.7 -0.2
H -0.961507 2.224507 1.851210 -0.1 -1.0 -0.6
H -3.600738 0.491750 -2.321435 1.6 -0.6 0.6
H -1.671359 -2.743072 -0.766737 -0.4 -0.1 0.2
H -2.139134 0.029892 1.505983 -0.9 -0.4 -0.4
H 0.770829 0.460340 3.014583 1.5 1.0 0.2
H 1.701144 -0.033199 -1.889925 -0.2 -0.4 -0.6
H -1.112557 2.418827 0.058468 -0.4 -0.3 0.9
H 0.636679 0.225523 -2.962982 -0.7 1.0 -0.8
H -2.525241 0.287313 -1.138320 -0.5 0.1 -0.5
H -2.541509 2.337368 1.168586 -1.3 0.6 0.0
H 2.391160 -1.500949 1.551890 1.9 1.1 0.5
H 3.899081 -1.260904 2.182251 -1.9 0.8 -1.1
H -1.455534 1.002342 -2.950970 1.3 1.0 -0.2
H 1.459200 2.071401 1.644219 0.2 0.1 0.3
H 1.863077 3.470658 1.097986 -0.1 -0.2 -0.2
H 2.969865 0.269057 -0.082647 0.5 -0.4 0.4
H -1.540658 -1.695519 -2.552946 0.2 -0.5 0.0
H -0.470818 -0.564756 -0.670700 0.0 -0.1 0.3
H 2.275366 0.443681 2.729015 1.2 -1.0 -0.3
H 0.379406 0.604786 0.265945 -0.9 -0.3 0.2
H -0.365002 2.137431 -2.588808 -0.3 -0.2 -0.3
H 2.197376 1.589804 -0.219932 0.6 -0.4 -0.6
H -0.058808 -1.726674 -2.327625 1.6 0.7 -0.5
H 0.414304 -3.222825 1.594259 -0.1 1.2 -1.0
H 0.217393 -2.647001 -0.057919 0.1 -0.2 0.1
```
Positions in Å, forces in eV/Å.

The net atomic charges from Mulliken, expressed in e, are: number 1, O, carries -0.708; number 2, O, carries -0.701; number 3, O, carries -0.737; number 4, O, carries -0.757; number 5, O, carries -0.672; number 6, O, carries -0.644; number 7, O, carries -0.654; number 8, O, carries -0.767; number 9, O, carries -0.817; number 10, O, carries -0.748; number 11, N, carries -0.244; number 12, N, carries -0.116; number 13, C, carries 2.411; number 14, C, carries -0.749; number 15, C, carries 0.276; number 16, H, carries 0.278; number 17, H, carries 0.339; number 18, H, carries 0.296; number 19, H, carries 0.446; number 20, H, carries 0.407; number 21, H, carries 0.352; number 22, H, carries 0.377; number 23, H, carries 0.269; number 24, H, carries 0.450; number 25, H, carries 0.387; number 26, H, carries 0.417; number 27, H, carries 0.405; number 28, H, carries 0.314; number 29, H, carries 0.420; number 30, H, carries 0.394; number 31, H, carries 0.296; number 32, H, carries 0.360; number 33, H, carries 0.337; number 34, H, carries -1.375; number 35, H, carries 0.479; number 36, H, carries -0.574; number 37, H, carries 0.304; number 38, H, carries 0.407; number 39, H, carries 0.356; number 40, H, carries 0.285; number 41, H, carries 0.203

---

# 3
C3H26NO11 | ωB97M-V/def2-TZVPD

The energy relative to the best compared isomer or geometry (same formula, charge and spin) comes out at 408.4 kJ/mol. The HOMO energy comes out at -12.842 eV. Its total charge is +1. The total energy comes out at -27537.4310 eV.

Geometry as XYZ:
```
41
Properties=species:S:1:pos:R:3:forces:R:3
O -0.077450 -2.870019 0.609467 0.7 1.1 1.4
O -2.439850 -0.926192 -1.220652 -1.8 -1.3 -0.3
O -1.476005 1.851167 4.510258 2.1 -0.2 0.9
O 2.997203 -2.645638 0.991324 1.2 -1.0 -0.3
O 2.379257 3.326556 -0.852784 2.5 0.9 -1.6
O -2.989607 1.013045 1.932470 -1.5 -1.2 2.0
O 1.603734 3.398033 2.530487 -2.4 -1.3 1.3
O -0.114158 2.546610 -2.321325 2.4 2.1 1.0
O -1.605489 -3.695666 2.497772 3.6 2.6 -6.1
O 2.724470 -0.471968 -2.623738 -2.2 2.6 -1.9
O -1.006676 -1.515829 -3.577655 -3.3 -0.7 2.7
N 0.142003 -0.799353 -0.968904 -0.4 -0.5 -1.2
C -0.659825 0.537637 -1.060638 3.2 -1.1 0.2
C -0.078843 1.177460 -2.377613 -1.6 -0.1 -2.5
C -2.135023 0.208272 -1.102326 2.0 2.4 1.1
H 2.107708 3.508977 3.328033 1.3 0.5 0.3
H -1.897760 -4.438339 2.808528 -2.8 -6.4 3.2
H 3.351935 -1.138529 -2.546300 1.9 -1.8 0.0
H 2.258207 3.447474 0.105046 0.6 0.3 -0.4
H 1.058736 -0.767562 -1.451100 0.0 0.7 0.5
H -0.646604 1.024065 -3.418961 0.6 -0.8 2.7
H 3.530009 -3.491156 0.904953 -1.3 1.5 0.2
H -3.533410 0.639949 2.717534 1.2 0.8 -2.2
H -0.341440 -1.476940 -1.599162 -0.1 0.5 0.6
H 0.900796 0.718690 -2.552556 -0.1 0.6 0.2
H -0.258731 1.095267 -0.148176 -1.1 -0.2 -1.4
H 3.310306 3.696929 -1.211759 -3.4 -1.2 1.9
H -0.787131 2.031761 5.209216 -0.8 -0.6 -1.1
H -0.483458 -3.428258 -0.033181 -0.7 -0.7 -0.4
H 0.809828 2.988562 3.016668 1.1 0.8 -1.7
H -0.649154 -2.847598 1.424753 0.6 -0.9 -1.3
H -2.335914 1.516059 2.418762 0.5 0.3 0.1
H -0.919312 -1.672570 -4.470445 1.2 -0.4 -3.4
H 2.060267 -2.847687 0.893356 0.0 -0.5 0.0
H 2.704169 -0.136050 -3.578111 0.3 -1.0 2.1
H 0.264358 -1.304251 -0.058854 -0.6 0.4 -0.5
H -1.737080 -2.966462 2.973787 -1.4 3.9 3.6
H -2.701047 1.165121 -0.947224 -0.7 -1.1 -0.4
H -1.981440 -1.827371 -3.523110 2.1 0.9 0.7
H 0.787282 2.915832 -2.015205 -1.8 -0.7 -0.2
H -2.134863 2.459973 4.787365 -1.3 0.9 0.2
```
Positions in Å, forces in eV/Å.

The net atomic charges from Mulliken, expressed in e, are: number 1, O, carries -0.757; number 2, O, carries -0.466; number 3, O, carries -0.647; number 4, O, carries -0.661; number 5, O, carries -0.641; number 6, O, carries -0.590; number 7, O, carries -0.598; number 8, O, carries -0.530; number 9, O, carries -0.546; number 10, O, carries -0.677; number 11, O, carries -0.577; number 12, N, carries -0.147; number 13, C, carries 0.421; number 14, C, carries 0.079; number 15, C, carries -0.024; number 16, H, carries 0.318; number 17, H, carries 0.231; number 18, H, carries 0.272; number 19, H, carries 0.298; number 20, H, carries 0.113; number 21, H, carries 0.172; number 22, H, carries 0.325; number 23, H, carries 0.308; number 24, H, carries 0.302; number 25, H, carries -0.133; number 26, H, carries 0.248; number 27, H, carries 0.313; number 28, H, carries 0.308; number 29, H, carries 0.280; number 30, H, carries 0.299; number 31, H, carries 0.440; number 32, H, carries 0.325; number 33, H, carries 0.263; number 34, H, carries 0.370; number 35, H, carries 0.303; number 36, H, carries 0.422; number 37, H, carries 0.263; number 38, H, carries 0.337; number 39, H, carries 0.299; number 40, H, carries 0.356; number 41, H, carries 0.326

---

# 4
C3H27InNO10 | ωB97M-V/def2-TZVPD

The energy relative to the best compared isomer or geometry (same formula, charge and spin) comes out at 0.0 kJ/mol. The HOMO energy comes out at -4.494 eV. Its total charge is -1. The total energy comes out at -30687.4148 eV.

Geometry as XYZ:
```
42
Properties=species:S:1:pos:R:3:forces:R:3
In -2.839374 0.295819 -0.553050 -0.1 0.0 0.2
O 1.335564 -2.086395 -2.861228 0.1 0.0 -0.4
O 4.677992 -0.902009 1.064980 0.0 -0.2 0.1
O 0.916704 0.837046 -5.665621 0.1 -0.1 0.1
O 1.319017 1.404912 1.068455 -0.1 0.1 0.1
O 0.697002 5.145690 -0.379281 0.1 0.2 -0.1
O 3.717714 1.286695 2.777761 0.0 -0.1 0.3
O 2.714458 -1.779150 3.613904 0.2 0.0 0.1
O -4.920934 -4.357911 3.988729 0.0 0.0 0.2
O -3.589340 -1.800252 2.585564 0.0 -0.1 0.2
O -1.199946 -1.177635 -4.090308 0.3 -0.1 -0.3
N 1.094252 -0.236916 -0.500202 0.0 0.3 0.0
C -0.126185 1.949955 -0.756995 -0.1 0.1 -0.2
C -1.487399 2.004671 -0.007816 0.1 -0.4 -0.1
C 0.819244 1.067182 0.012619 0.3 0.0 0.1
H -1.777324 -1.172881 -0.408872 0.0 0.0 -0.2
H -3.477325 0.471309 -2.199686 0.1 0.0 0.0
H 0.279770 0.214924 -5.291131 -0.2 0.1 0.0
H 2.814777 1.363163 2.435245 -0.2 0.0 -0.5
H 1.347836 -3.005032 -2.575040 0.0 0.0 0.1
H 3.787148 1.954005 3.465014 0.0 0.0 0.0
H 1.993288 -2.032036 -3.563248 0.1 0.0 0.1
H 3.394663 -2.144311 3.036713 0.0 0.1 -0.1
H -0.286206 1.518146 -1.752133 0.1 0.1 0.0
H -4.113040 0.129269 0.644314 -0.1 0.1 -0.1
H 0.277800 -0.807900 -0.249805 0.1 -0.1 0.1
H -4.056278 -2.188078 3.333632 0.0 -0.2 -0.1
H -2.680801 -2.099896 2.686779 0.0 0.0 -0.1
H -1.713690 -1.482517 -3.331980 -0.1 0.3 0.1
H -5.488424 -4.492504 4.753019 0.0 0.0 0.0
H 1.025911 1.497742 -4.974997 0.0 0.0 0.0
H 3.769458 -0.815243 0.745531 0.0 0.1 -0.1
H 4.740078 -0.226988 1.754157 -0.1 0.1 -0.1
H -1.973763 2.962243 -0.212104 0.0 -0.1 0.1
H -0.304861 -1.493307 -3.903687 -0.1 -0.1 0.3
H -1.307121 1.905596 1.067250 0.0 0.3 -0.1
H -5.213378 -5.002177 3.337829 0.0 0.1 -0.1
H 0.653771 5.444618 0.533637 0.0 -0.1 0.0
H 0.868102 5.937534 -0.897069 0.0 0.0 0.0
H 0.317820 2.944526 -0.883080 0.0 -0.2 0.2
H 2.946625 -0.844056 3.664963 0.0 0.0 -0.1
H 1.046382 -0.187871 -1.512778 -0.2 -0.2 0.0
```
Positions in Å, forces in eV/Å.

The net atomic charges from Mulliken, expressed in e, are: number 1, In, carries 0.654; number 2, O, carries -0.597; number 3, O, carries -0.673; number 4, O, carries -0.673; number 5, O, carries -0.597; number 6, O, carries -0.581; number 7, O, carries -0.640; number 8, O, carries -0.647; number 9, O, carries -0.604; number 10, O, carries -0.553; number 11, O, carries -0.623; number 12, N, carries -0.473; number 13, C, carries 0.161; number 14, C, carries -1.128; number 15, C, carries 0.134; number 16, H, carries -0.420; number 17, H, carries -0.371; number 18, H, carries 0.341; number 19, H, carries 0.431; number 20, H, carries 0.271; number 21, H, carries 0.298; number 22, H, carries 0.301; number 23, H, carries 0.334; number 24, H, carries 0.161; number 25, H, carries -0.363; number 26, H, carries 0.223; number 27, H, carries 0.273; number 28, H, carries 0.288; number 29, H, carries 0.260; number 30, H, carries 0.302; number 31, H, carries 0.322; number 32, H, carries 0.322; number 33, H, carries 0.318; number 34, H, carries 0.347; number 35, H, carries 0.377; number 36, H, carries 0.306; number 37, H, carries 0.308; number 38, H, carries 0.281; number 39, H, carries 0.277; number 40, H, carries 0.044; number 41, H, carries 0.326; number 42, H, carries 0.285

---

- Look up the total charge of the second one.
  +1

---

- total charge of number 1 (C3H25NO11)?
  0